{
  "formula": "C3H3N3O2",
  "method": "ωB97M-V/def2-TZVPD",
  "smiles": "O=Cn1cnc(O)n1",
  "lumo_energy_ev": 0.07,
  "fmax_ev_per_a": 6.8,
  "homo_energy_ha": -0.368,
  "e_tot_ev": -11721.5626,
  "e_above_lowest_ev": 4.394,
  "symbols": ["C", "C", "C", "H", "H", "H", "N", "N", "N", "O", "O"],
  "positions_angstrom": [[-1.3440, -0.1393, -0.1067], [0.2035, 1.2514, 0.0120], [2.1237, -0.6245, 0.0291], [-3.3002, -1.2223, 0.0373], [0.6730, 2.2295, 0.4122], [2.1390, -1.8211, 0.3283], [-1.0558, 1.2006, -0.2426], [0.7329, -0.0270, -0.1587], [-0.3802, -0.9039, -0.2568], [-2.7651, -0.1981, 0.0578], [2.9733, 0.2546, -0.1118]],
  "forces_ev_per_angstrom": [[-5.63, 3.48, -1.60], [1.37, 1.12, -0.34], [-0.96, 3.08, -0.25], [3.16, 4.33, 0.00], [-0.10, -2.12, -1.37], [0.07, 3.16, -0.97], [-0.44, 0.78, 2.41], [0.65, -2.43, 0.90], [3.12, -2.53, 0.92], [-0.13, -5.26, -0.49], [-1.11, -3.62, 0.78]]
}